Here is one molecule with the formula C6H6O from OMol25. Energies are from ωB97M-V/def2-TZVPD.

Output
highest occupied orbital energy: -9.042 eV
Kohn-Sham gap: 9.8 eV
net charge: 0
SMILES string: C#CC1=CCOC1

Each atom is followed by the atoms it is bonded to, with distances in Å.
Geometry (Å):
1 O 1.379 0.647 -0.794  C10 1.407, C11 1.422
2 C -1.507 -1.164 0.280  C7 1.210, C9 1.429
3 H 0.584 -1.080 -1.570  C10 1.096
4 H 0.214 0.301 2.354  C8 1.083
5 H 2.472 0.861 0.949  C11 1.098
6 H -3.254 -1.184 -1.173  C7 1.064
7 C -2.435 -1.210 -0.494  C2 1.210, H6 1.064
8 C 0.420 0.206 1.295  H4 1.083, C9 1.328, C11 1.509
9 C -0.233 -0.528 0.401  C2 1.429, C8 1.328, C10 1.508
10 C 0.277 -0.208 -0.982  O1 1.407, H3 1.096, C9 1.508, H12 1.117
11 C 1.455 1.033 0.573  O1 1.422, H5 1.098, C8 1.509, H13 1.102
12 H -0.622 0.215 -1.493  C10 1.117
13 H 1.250 2.112 0.655  C11 1.102